No. 1
The following is a DFT calculation (ωB97M-V/def2-TZVPD) of a 4-piece molecular cluster, C3H14NO3S overall in a non-equilibrium geometry.

Geometry (Å):
S (-1.855, -0.853, 0.581)
O (-0.167, -3.598, -3.519)
O (0.241, 1.430, -2.828)
O (-1.099, -1.116, -2.667)
N (1.258, 2.538, 1.652)
C (0.471, 0.115, 1.909)
C (0.359, 1.594, 2.316)
C (-0.824, -0.660, 2.081)
H (1.391, -0.312, 2.347)
H (-0.678, 1.921, 2.124)
H (0.712, -3.647, -3.139)
H (1.315, 2.335, 0.664)
H (-1.440, -0.156, 2.816)
H (0.328, 1.221, -1.892)
H (-0.665, -1.672, 2.482)
H (-1.507, -0.255, -2.781)
H (0.745, 0.155, 0.862)
H (0.783, 0.787, -3.308)
H (0.410, 1.794, 3.386)
H (-0.506, -2.702, -3.345)
H (2.173, 2.569, 2.094)
H (-1.444, -1.488, -1.836)

Properties
Total charge: -1
HOMO level (Eh): -0.10779
LUMO (eV): 3.434
Calculated total energy (eV): -21807.1211
Largest force on an atom (eV Å⁻¹): 1.25

Mulliken atomic charge list, values in e, 5 entries: -0.645, -0.669, -0.694, -0.703, -0.602

***

No. 2
The following is a DFT calculation (ωB97M-V/def2-TZVPD) of a 4-piece molecular cluster, C3H14NO3S overall in a non-equilibrium geometry.

Geometry (Å):
S (-1.613, 0.207, 1.396)
O (1.956, 2.327, -1.054)
O (-2.949, 2.610, -3.352)
O (-0.682, 2.852, -1.137)
N (2.324, -1.824, 0.749)
C (-0.093, -1.886, 0.577)
C (1.069, -2.260, 1.495)
C (-1.312, -1.604, 1.405)
H (-2.052, 2.949, -3.165)
H (0.093, -0.944, -0.013)
H (-2.199, -1.973, 1.128)
H (-0.318, -2.797, -0.100)
H (0.014, 2.210, -1.555)
H (1.417, 3.115, -0.993)
H (2.109, -1.555, -0.216)
H (1.320, -3.356, 1.557)
H (-1.075, 2.027, -0.606)
H (-1.115, -1.804, 2.546)
H (1.035, -1.811, 2.456)
H (2.806, -1.197, 1.358)
H (-3.069, 2.442, -2.370)
H (2.333, 2.271, -0.105)

Properties
Total charge: -1
HOMO level (Eh): -0.10797
LUMO (eV): 3.278
Calculated total energy (eV): -21805.4392
Largest force on an atom (eV Å⁻¹): 5.11

Mulliken atomic charge list, values in e, 5 entries: -0.681, -0.680, -0.673, -0.776, -0.628